Record 1
ORCA calculation (ωB97M-V/def2-TZVPD) on a cluster of 3 separate species, C32H66BrCl2F3N8O10PS in total.

Last columns: bonded neighbours and bond lengths (Å).
CARTESIAN COORDINATES (ANGSTROEM)
1 C -0.321 -1.623 3.060  C2 1.598, H47 1.194, H48 1.197, H49 1.196
2 C -0.170 -1.698 1.471  C1 1.598, N3 1.544, H50 1.201, H51 1.194
3 N -1.327 -1.356 0.507  C2 1.544, C4 1.551, C8 1.506, C34 1.536
4 C -0.476 -1.436 -0.788  N3 1.551, O5 1.438, H52 1.181, H53 1.196
5 O -1.123 -1.174 -2.044  C4 1.438, N6 1.346
6 N -0.198 -1.084 -3.018  O5 1.346, O7 1.222
7 O 0.083 -2.174 -3.492  N6 1.222
8 C -1.769 0.044 0.843  N3 1.506, C9 1.621, C13 1.666, H54 1.195
9 C -0.709 1.265 0.740  C8 1.621, C10 1.676, H55 1.199, H56 1.167
10 C 0.172 1.574 2.133  C9 1.676, C11 1.673, H57 1.172, H58 1.173
11 C 0.658 3.175 2.135  C10 1.673, Cl12 1.862, H59 1.192, H60 1.177
12 Cl 1.759 3.542 0.680  C11 1.862
13 C -3.138 0.618 0.086  C8 1.666, P14 1.922, C17 1.593, H61 1.199
14 P -3.992 1.688 1.434  C13 1.922, O15 1.730, Br16 2.330
15 O -5.668 1.346 1.692  P14 1.730, H62 1.020
16 Br -4.020 3.883 0.653  P14 2.330
17 C -3.951 -0.422 -0.807  C13 1.593, S18 1.915, C25 1.649, H63 1.206
18 S -5.764 0.007 -1.249  C17 1.915, O19 1.586, O20 1.541, C21 1.872
19 O -6.065 -0.740 -2.616  S18 1.586
20 O -6.800 -0.593 -0.278  S18 1.541
21 C -6.017 1.799 -1.728  S18 1.872, F22 1.515, F23 1.474, F24 1.489
22 F -6.864 1.870 -2.982  C21 1.515
23 F -6.735 2.637 -0.751  C21 1.474
24 F -4.688 2.313 -2.158  C21 1.489
25 C -3.732 -2.026 -0.495  C17 1.649, O26 1.475, C34 1.673, H64 1.196
26 O -3.702 -2.683 -1.815  C25 1.475, C27 1.465
27 C -4.829 -3.592 -2.041  O26 1.465, C28 1.673, H65 1.169, H66 1.175
28 C -4.909 -3.813 -3.697  C27 1.673, N29 1.521, H67 1.176, H68 1.194
29 N -3.491 -4.030 -4.201  C28 1.521, C30 1.513, H69 1.054
30 C -3.406 -3.882 -5.705  N29 1.513, C31 1.667, H70 1.175, H71 1.190
31 C -2.431 -2.619 -6.190  C30 1.667, C32 1.664, O33 1.493, H72 1.174
32 C -1.968 -2.757 -7.782  C31 1.664, H73 1.193, H74 1.173, H75 1.176
33 O -3.136 -1.321 -5.977  C31 1.493, H76 1.004
34 C -2.451 -2.402 0.514  N3 1.536, C25 1.673, C35 1.619, C43 1.631
35 C -3.230 -2.686 1.905  C34 1.619, C36 1.631, H77 1.164, H78 1.200
36 C -4.258 -1.575 2.513  C35 1.631, C37 1.679, H79 1.177, H80 1.178
37 C -5.141 -2.424 3.661  C36 1.679, C38 1.637, H81 1.194, H82 1.185
38 C -6.347 -1.543 4.331  C37 1.637, N39 1.540, H83 1.194, H84 1.170
39 N -6.089 -1.553 5.850  C38 1.540, C40 1.513, H85 1.055
40 C -5.949 -0.147 6.390  N39 1.513, N41 1.374, N42 1.518
41 N -4.944 0.091 7.297  C40 1.374, H86 1.045
42 N -6.857 1.016 6.035  C40 1.518, H87 1.057, H88 1.063
43 C -2.054 -3.895 -0.008  C34 1.631, C44 1.604, H89 1.196, H90 1.199
44 C -1.194 -4.942 0.850  C43 1.604, O45 1.370, Cl46 1.833
45 O -0.680 -5.988 0.129  C44 1.370
46 Cl -0.782 -5.111 2.627  C44 1.833
47 H -1.401 -1.355 3.493  C1 1.194
48 H 0.385 -0.797 3.560  C1 1.197
49 H -0.015 -2.613 3.656  C1 1.196
50 H 0.779 -0.989 1.278  C2 1.201
51 H 0.318 -2.760 1.224  C2 1.194
52 H 0.451 -0.704 -0.784  C4 1.181
53 H 0.068 -2.494 -0.903  C4 1.196
54 H -2.093 0.055 1.993  C8 1.195
55 H -1.303 2.304 0.660  C9 1.199
56 H -0.005 1.296 -0.190  C9 1.167
57 H -0.477 1.377 3.089  C10 1.172
58 H 1.166 0.955 2.184  C10 1.173
59 H 1.337 3.275 3.110  C11 1.192
60 H -0.248 3.921 2.238  C11 1.177
61 H -2.749 1.457 -0.677  C13 1.199
62 H -5.970 1.829 2.537  O15 1.020
63 H -3.508 -0.299 -1.921  C17 1.206
64 H -4.776 -2.395 -0.044  C25 1.196
65 H -5.883 -3.185 -1.739  C27 1.169
66 H -4.723 -4.656 -1.554  C27 1.175
67 H -5.634 -4.690 -3.997  C28 1.176
68 H -5.271 -2.789 -4.193  C28 1.194
69 H -3.211 -5.028 -4.010  N29 1.054
70 H -4.486 -3.800 -6.158  C30 1.175
71 H -2.920 -4.847 -6.204  C30 1.190
72 H -1.434 -2.611 -5.571  C31 1.174
73 H -1.405 -3.804 -7.882  C32 1.193
74 H -2.890 -2.807 -8.506  C32 1.173
75 H -1.244 -1.863 -8.024  C32 1.176
76 H -4.100 -1.485 -6.206  O33 1.004
77 H -2.610 -3.051 2.820  C35 1.164
78 H -3.949 -3.617 1.668  C35 1.200
79 H -5.080 -1.182 1.769  C36 1.177
80 H -3.761 -0.710 3.140  C36 1.178
81 H -4.416 -2.817 4.525  C37 1.194
82 H -5.568 -3.406 3.154  C37 1.185
83 H -7.360 -2.162 4.200  C38 1.194
84 H -6.459 -0.467 3.887  C38 1.170
85 H -6.921 -1.978 6.340  N39 1.055
86 H -4.422 -0.798 7.465  N41 1.045
87 H -6.412 1.465 5.187  N42 1.057
88 H -7.772 0.601 5.686  N42 1.063
89 H -1.592 -3.928 -1.111  C43 1.196
90 H -3.090 -4.488 -0.120  C43 1.199
91 C 6.880 5.961 -0.144  C92 1.527, H97 1.094, H98 1.097, H99 1.095
92 C 7.729 5.222 0.888  C91 1.527, C93 1.546, N96 1.470, H100 1.097
93 C 7.045 3.960 1.458  C92 1.546, O94 1.431, H101 1.097, H102 1.097
94 O 6.027 4.229 2.428  C93 1.431, C95 1.420
95 C 4.764 4.565 1.875  O94 1.420, H103 1.094, H104 1.091, H105 1.094
96 N 8.106 6.161 1.955  C92 1.470, H106 1.021, H107 1.024
97 H 6.068 6.535 0.310  C91 1.094
98 H 7.497 6.675 -0.703  C91 1.097
99 H 6.444 5.263 -0.866  C91 1.095
100 H 8.644 4.897 0.378  C92 1.097
101 H 7.806 3.374 1.988  C93 1.097
102 H 6.659 3.314 0.660  C93 1.097
103 H 4.562 4.025 0.945  C95 1.094
104 H 4.702 5.642 1.714  C95 1.091
105 H 3.993 4.297 2.604  C95 1.094
106 H 8.751 5.689 2.591  N96 1.021
107 H 7.274 6.318 2.529  N96 1.024
108 C 10.704 2.218 -0.497  C109 1.527, H114 1.094, H115 1.097, H116 1.095
109 C 9.225 1.944 -0.759  C108 1.527, C110 1.546, N113 1.470, H117 1.097
110 C 8.961 0.578 -1.433  C109 1.546, O111 1.431, H118 1.097, H119 1.097
111 O 9.256 0.545 -2.833  C110 1.431, C112 1.420
112 C 10.627 0.340 -3.138  O111 1.420, H120 1.094, H121 1.091, H122 1.094
113 N 8.667 3.052 -1.548  C109 1.470, H123 1.021, H124 1.024
114 H 11.249 2.493 -1.404  C108 1.094
115 H 10.817 3.052 0.206  C108 1.097
116 H 11.192 1.343 -0.056  C108 1.095
117 H 8.723 1.930 0.216  C109 1.097
118 H 7.888 0.366 -1.356  C110 1.097
119 H 9.475 -0.237 -0.909  C110 1.097
120 H 11.117 -0.322 -2.418  C112 1.094
121 H 11.146 1.299 -3.192  C112 1.091
122 H 10.688 -0.121 -4.128  C112 1.094
123 H 7.659 2.912 -1.639  N113 1.021
124 H 9.012 2.946 -2.506  N113 1.024

For the lowest unoccupied orbital energy, the calculation gives -4.0029 eV. The calculation puts the orbital gap at 6.3 eV. As for the net charge: +1.


Record 2
ORCA calculation (ωB97M-V/def2-TZVPD) on a cluster of 5 separate species, C32H66BrN4O9P2 in total.

Last columns: bonded neighbours and bond lengths (Å).
CARTESIAN COORDINATES (ANGSTROEM)
1 C 6.111 -4.838 -4.348  C2 1.591, H29 1.116, H30 1.123, H31 1.129
2 C 6.500 -5.637 -3.028  C1 1.591, C3 1.571, C4 1.605, C5 1.571
3 C 5.291 -6.542 -2.599  C2 1.571, H32 1.129, H33 1.117, H34 1.131
4 C 7.665 -6.649 -3.470  C2 1.605, H35 1.119, H36 1.131, H37 1.131
5 C 7.127 -4.722 -1.915  C2 1.571, C6 1.569, H38 1.133, H39 1.126
6 C 6.169 -4.086 -0.848  C5 1.569, C7 1.617, C8 1.601, C9 1.567
7 C 7.079 -3.027 -0.032  C6 1.617, H40 1.117, H41 1.128, H42 1.119
8 C 5.686 -5.105 0.289  C6 1.601, H43 1.125, H44 1.120, H45 1.117
9 C 4.998 -3.216 -1.421  C6 1.567, C10 1.469, C28 1.471
10 C 3.641 -3.338 -0.871  C9 1.469, C11 1.465, H46 1.111
11 C 2.580 -2.467 -1.385  C10 1.465, C12 1.468, H47 1.114
12 C 2.805 -1.458 -2.427  C11 1.468, O13 1.385, C27 1.463
13 O 1.721 -0.672 -2.785  C12 1.385, C14 1.454
14 C 1.215 -0.983 -4.112  O13 1.454, C15 1.585, H48 1.121, H49 1.122
15 C 0.200 -2.187 -3.931  C14 1.585, O16 1.420, H50 1.127, H51 1.124
16 O -1.053 -1.751 -3.424  C15 1.420, C17 1.471
17 C -1.596 -2.737 -2.477  O16 1.471, C18 1.567, H52 1.118, H53 1.131
18 C -3.152 -2.562 -2.424  C17 1.567, P19 1.922, H54 1.123, H55 1.132
19 P -4.132 -3.999 -1.605  C18 1.922, C20 1.917, Br21 2.381, C22 1.921, H56 1.454, H57 1.439
20 C -2.634 -4.626 -0.585  P19 1.917, H58 1.131, H59 1.133, H60 1.126
21 Br -4.593 -2.519 0.202  P19 2.381
22 C -3.789 -5.181 -3.080  P19 1.921, P23 1.847, H61 1.131, H62 1.118
23 P -3.745 -6.985 -2.684  C22 1.847, O24 1.508, O25 1.688, O26 1.656
24 O -2.418 -7.613 -3.026  P23 1.508
25 O -4.890 -7.739 -3.669  P23 1.688, H63 0.979
26 O -4.172 -7.378 -1.133  P23 1.656, H64 0.976
27 C 4.147 -1.358 -2.999  C12 1.463, C28 1.471, H65 1.114
28 C 5.219 -2.226 -2.487  C9 1.471, C27 1.471, H66 1.118
29 H 6.578 -3.826 -4.401  C1 1.116
30 H 6.427 -5.442 -5.240  C1 1.123
31 H 4.984 -4.784 -4.376  C1 1.129
32 H 4.996 -7.203 -3.466  C3 1.129
33 H 4.433 -5.954 -2.193  C3 1.117
34 H 5.663 -7.249 -1.799  C3 1.131
35 H 7.429 -7.179 -4.427  C4 1.119
36 H 7.860 -7.400 -2.646  C4 1.131
37 H 8.624 -6.054 -3.536  C4 1.131
38 H 7.896 -5.344 -1.362  C5 1.133
39 H 7.713 -3.898 -2.410  C5 1.126
40 H 7.722 -3.539 0.724  C7 1.117
41 H 6.338 -2.317 0.437  C7 1.128
42 H 7.638 -2.419 -0.787  C7 1.119
43 H 6.551 -5.800 0.475  C8 1.125
44 H 5.480 -4.470 1.188  C8 1.120
45 H 4.759 -5.654 -0.004  C8 1.117
46 H 3.346 -4.041 -0.063  C10 1.111
47 H 1.559 -2.535 -0.944  C11 1.114
48 H 0.701 -0.065 -4.500  C14 1.121
49 H 2.075 -1.308 -4.755  C14 1.122
50 H 0.062 -2.638 -4.955  C15 1.127
51 H 0.713 -2.951 -3.286  C15 1.124
52 H -1.241 -3.740 -2.822  C17 1.118
53 H -1.167 -2.435 -1.476  C17 1.131
54 H -3.348 -1.586 -1.902  C18 1.123
55 H -3.586 -2.434 -3.462  C18 1.132
56 H -5.316 -3.522 -2.300  P19 1.454
57 H -4.982 -4.936 -0.920  P19 1.439
58 H -1.879 -5.217 -1.184  C20 1.131
59 H -3.053 -5.363 0.166  C20 1.133
60 H -2.147 -3.830 0.046  C20 1.126
61 H -4.643 -5.035 -3.807  C22 1.131
62 H -2.856 -4.956 -3.653  C22 1.118
63 H -4.997 -8.638 -3.296  O25 0.979
64 H -3.388 -7.653 -0.621  O26 0.976
65 H 4.327 -0.603 -3.798  C27 1.114
66 H 6.219 -2.071 -2.960  C28 1.118
67 C 0.957 4.034 0.519  C68 1.507, H72 1.088, H73 1.091, H74 1.092
68 C 1.214 2.710 1.191  C67 1.507, O69 1.225, N70 1.357
69 O 1.792 2.630 2.269  C68 1.225
70 N 0.781 1.587 0.565  C68 1.357, C71 1.452, H75 1.009
71 C 0.084 1.476 -0.703  N70 1.452, H76 1.092, H77 1.091, H78 1.087
72 H 1.357 4.835 1.137  C67 1.088
73 H 1.454 4.068 -0.452  C67 1.091
74 H -0.116 4.191 0.401  C67 1.092
75 H 0.987 0.739 1.074  N70 1.009
76 H -0.875 0.985 -0.524  C71 1.092
77 H 0.681 0.854 -1.371  C71 1.091
78 H -0.086 2.446 -1.164  C71 1.087
79 C -0.282 8.977 2.488  C80 1.507, H84 1.088, H85 1.091, H86 1.091
80 C -0.438 7.901 1.444  C79 1.507, O81 1.224, N82 1.359
81 O 0.273 7.853 0.448  C80 1.224
82 N -1.404 6.966 1.636  C80 1.359, C83 1.450, H87 1.009
83 C -2.339 6.851 2.739  N82 1.450, H88 1.094, H89 1.090, H90 1.087
84 H 0.526 9.644 2.195  C79 1.088
85 H -1.201 9.560 2.569  C79 1.091
86 H -0.032 8.533 3.453  C79 1.091
87 H -1.450 6.279 0.898  N82 1.009
88 H -2.189 5.877 3.213  C83 1.094
89 H -3.352 6.898 2.340  C83 1.090
90 H -2.204 7.638 3.477  C83 1.087
91 C -7.519 5.378 2.760  C92 1.506, H96 1.088, H97 1.091, H98 1.091
92 C -6.046 5.560 3.021  C91 1.506, O93 1.226, N94 1.358
93 O -5.548 6.668 3.187  C92 1.226
94 N -5.266 4.449 3.069  C92 1.358, C95 1.452, H99 1.009
95 C -5.662 3.063 2.899  N94 1.452, H100 1.091, H101 1.091, H102 1.086
96 H -8.004 6.352 2.752  C91 1.088
97 H -7.674 4.905 1.789  C91 1.091
98 H -7.970 4.774 3.550  C91 1.091
99 H -4.293 4.650 3.247  N94 1.009
100 H -5.399 2.514 3.804  C95 1.091
101 H -5.106 2.644 2.058  C95 1.091
102 H -6.727 2.962 2.712  C95 1.086
103 C -5.004 8.614 5.710  C104 1.506, H108 1.088, H109 1.091, H110 1.092
104 C -3.572 8.868 6.101  C103 1.506, O105 1.223, N106 1.361
105 O -2.838 9.598 5.448  C104 1.223
106 N -3.098 8.255 7.220  C104 1.361, C107 1.449, H111 1.009
107 C -3.799 7.362 8.119  N106 1.449, H112 1.092, H113 1.092, H114 1.086
108 H -5.233 9.168 4.802  C103 1.088
109 H -5.155 7.552 5.512  C103 1.091
110 H -5.677 8.954 6.500  C103 1.092
111 H -2.132 8.472 7.417  N106 1.009
112 H -3.785 7.796 9.121  C107 1.092
113 H -3.272 6.406 8.141  C107 1.092
114 H -4.828 7.198 7.811  C107 1.086

For the lowest unoccupied orbital energy, the calculation gives 1.7743 eV. The calculation puts the orbital gap at 6.6 eV. As for the net charge: -1.


Number 1: total energy -6981.8398 a.u.. Number 2: total energy -5411.8707 a.u..